# 1
# C12H17Cl5O3Re

A molecular structure, C12H17Cl5O3Re (ωB97M-V with the def2-TZVPD basis set, the OMol25 dataset).

Properties
- 2S+1: 4
- DFT total energy: -3072.51696 Eh
- LUMO energy (spin up / spin down): 0.17093 / 0.17047 Eh
- Net charge: -2
- Highest occupied orbital energy (spin up / spin down): -0.9 / -1.6 eV

Cartesian coordinates (Å):
Cl: -4.14 -1.95 1.03
H: 2.32 1.27 -3.75
Cl: 1.19 -2.03 0.91
C: -2.70 0.01 -1.91
C: 0.98 0.61 -2.20
Cl: 2.94 1.81 3.28
H: -1.81 -2.54 -0.74
Cl: 2.14 -0.87 4.32
H: 2.15 1.63 0.93
C: -0.77 2.31 -3.01
H: -3.12 -0.66 -1.16
C: -0.41 -1.11 -1.45
H: 2.10 2.42 -2.42
H: 3.09 0.96 -2.18
Cl: -0.85 2.06 0.34
C: 2.19 1.35 -2.66
C: -1.22 0.02 -1.86
H: 1.48 1.24 5.05
O: 0.18 0.14 2.25
C: 1.69 0.80 4.07
O: 1.99 0.93 0.26
H: -1.73 2.66 -2.61
C: -0.36 1.01 -2.40
H: 3.08 -1.19 -1.66
H: -0.18 -3.21 -1.02
H: -3.02 -0.32 -2.91
H: -1.24 -2.81 -2.41
H: -3.10 1.02 -1.74
C: 1.00 -0.74 -1.69
H: -0.01 3.09 -2.84
H: -0.89 2.19 -4.10
C: 0.38 0.97 3.23
O: -0.36 1.87 3.61
H: 2.18 -1.94 -3.00
H: 2.06 -2.59 -1.35
Re: 0.38 0.04 0.15
C: -0.93 -2.51 -1.39
C: 2.14 -1.68 -1.93


# 2
# C32H28N6Sn

A molecular structure, C32H28N6Sn (ωB97M-V with the def2-TZVPD basis set, the OMol25 dataset).

Properties
- Energy relative to the best compared isomer or geometry (same formula, charge and spin): 1.4679 eV
- DFT total energy: -1778.80671 Eh
- LUMO energy (spin up / spin down): 0.00525 / 0.00505 Eh
- Net charge: 0
- Highest occupied orbital energy (spin up / spin down): -3.9 / -4.9 eV

Cartesian coordinates (Å):
C: 10.90 10.21 12.79
H: 6.27 16.56 10.70
C: 11.81 14.69 6.64
C: 10.32 10.94 10.56
C: 15.05 12.85 7.51
H: 10.00 12.86 10.13
H: 12.59 16.87 4.15
C: 6.75 17.29 10.02
C: 9.65 15.00 7.74
H: 10.73 15.30 4.92
H: 7.24 18.01 10.70
H: 11.12 9.71 5.43
H: 5.99 17.86 9.44
C: 14.06 15.63 6.90
C: 6.51 13.05 7.06
C: 7.71 16.57 9.09
C: 7.35 15.33 8.60
C: 9.40 7.42 7.11
N: 10.73 14.20 7.41
H: 13.39 10.36 8.90
H: 11.32 8.08 12.98
H: 15.97 11.03 8.34
H: 14.89 18.21 6.70
C: 15.04 11.63 8.16
H: 10.96 7.60 10.60
N: 8.65 12.29 6.83
H: 8.17 10.42 5.80
H: 10.04 7.49 5.06
H: 11.03 10.49 13.84
C: 10.79 8.62 10.99
C: 10.43 9.61 10.05
N: 7.83 13.32 7.33
C: 12.65 16.31 5.05
C: 13.74 11.29 8.46
H: 8.80 7.58 9.21
N: 13.74 13.30 7.46
H: 8.81 11.86 9.51
H: 10.58 12.30 12.22
C: 13.76 16.58 5.89
N: 9.86 11.97 9.67
H: 6.31 14.96 8.79
C: 9.85 16.40 7.99
N: 12.92 12.26 8.05
H: 10.84 16.83 7.81
C: 7.86 11.39 6.27
Sn: 10.75 12.06 7.61
H: 5.66 13.71 7.21
C: 6.51 11.79 6.46
H: 13.81 18.66 5.42
C: 10.65 11.23 11.89
C: 8.31 14.54 7.93
H: 9.08 18.18 8.88
H: 15.90 13.48 7.27
C: 8.91 17.16 8.66
H: 15.32 17.82 4.99
C: 13.21 14.54 7.06
H: 8.95 6.44 6.94
H: 15.00 15.71 7.47
C: 10.12 9.21 8.63
C: 10.98 8.89 12.31
C: 10.03 8.04 6.02
C: 11.68 15.37 5.44
C: 10.52 9.93 7.48
C: 10.57 9.26 6.20
H: 5.63 11.15 6.16
C: 14.49 17.87 5.72
C: 9.35 8.04 8.37


# 3
# C18H24EuN5O4

A molecular structure, C18H24EuN5O4 (ωB97M-V with the def2-TZVPD basis set, the OMol25 dataset).

Properties
- 2S+1: 8
- DFT total energy: -1985.01676 Eh
- LUMO energy (spin up / spin down): -0.09392 / -0.09393 Eh
- Net charge: +1
- Highest occupied orbital energy (spin up / spin down): -8.8 / -11.3 eV

Cartesian coordinates (Å):
C: -3.19 1.06 -0.29
H: -3.63 0.23 1.96
H: -3.42 -4.50 0.35
C: -3.80 -6.58 0.45
C: -3.25 -7.87 0.36
C: -1.25 -3.27 -0.59
O: 3.10 -0.74 1.20
N: 2.40 0.24 0.55
H: -0.06 -7.06 -0.41
H: -1.63 0.40 3.48
C: -1.10 -6.92 -0.16
H: 1.55 3.58 -1.88
O: -2.49 -0.09 0.24
C: 1.84 2.31 -0.20
C: 3.97 2.05 1.26
O: -0.35 1.89 -0.94
H: -3.00 1.10 -1.37
H: -1.43 1.52 2.09
H: 1.13 -5.28 0.13
H: -1.48 -9.02 -0.01
N: 0.65 1.83 -0.05
H: 3.25 3.16 -1.56
H: -2.84 1.98 0.17
C: 2.77 1.48 0.60
C: 2.29 3.40 -1.10
H: -4.84 -6.46 0.68
H: 1.12 -1.56 2.47
H: 0.30 -0.82 3.87
H: 4.25 1.51 2.16
C: -2.68 -0.21 1.65
H: 4.83 2.05 0.58
H: 2.41 4.33 -0.54
H: -0.55 -2.04 2.87
N: -0.83 -4.50 -0.27
C: -1.51 0.46 2.39
H: 3.89 -0.39 1.67
C: -3.00 -5.48 0.25
C: -4.08 -8.99 0.60
H: -2.28 -3.02 -0.80
C: 0.16 -1.21 2.85
O: -0.27 -0.15 1.98
H: 1.88 -2.71 -0.39
H: -4.27 0.95 -0.12
C: -1.90 -8.03 0.06
H: -2.69 -1.28 1.89
C: 0.89 -3.14 -0.38
C: 0.53 -4.43 -0.14
N: -0.24 -2.40 -0.67
H: 3.78 3.09 1.53
N: -4.76 -9.89 0.78
C: -1.64 -5.64 -0.06
Eu: -0.15 -0.08 -0.35


# 4
# CH5O3

2 unconnected molecules or ions with the total composition CH5O3 (ωB97M-V with the def2-TZVPD basis set, the OMol25 dataset).

Properties
- Energy relative to the best compared isomer or geometry (same formula, charge and spin): 1.0054 eV
- DFT total energy: -266.51461 Eh
- LUMO energy: -0.14561 Eh
- Net charge: +1
- Highest occupied orbital energy: -16.6 eV

Cartesian coordinates (Å):
H: -1.23 -2.63 -0.13
H: 1.33 2.77 -0.23
O: 0.65 2.14 0.05
O: -1.46 -1.70 -0.03
H: -0.50 -1.18 -0.02
H: -2.04 -1.04 -0.43
C: 1.01 0.89 0.14
H: 1.99 0.81 0.67
O: 0.26 -0.04 -0.03


# 5
# C28H56NO9PS2

2 unconnected molecules or ions with the total composition C28H56NO9PS2 (ωB97M-V with the def2-TZVPD basis set, the OMol25 dataset).

Properties
- DFT total energy: -2969.58452 Eh
- SMILES: CCOCCOC[C@@](CCCSC(=S)N1CCOCC1)(CCP(=O)(OCC)OCC)OC(=O)CCC(C)C.CCO
- LUMO energy: -0.03637 Eh
- Net charge: 0
- Highest occupied orbital energy: -9.0 eV

Cartesian coordinates (Å):
C: 4.19 4.73 1.95
C: 4.67 2.53 -0.92
H: 5.22 -1.94 1.74
C: -1.89 -3.63 0.43
C: 0.07 -0.18 -2.83
C: 3.99 0.93 3.69
H: 0.33 -6.53 1.04
H: -0.86 -2.67 -1.98
C: -7.92 0.76 1.21
C: -1.45 0.12 -2.21
H: 2.13 -6.44 1.60
H: 4.51 0.95 4.76
H: -5.10 0.31 3.06
C: 2.37 -1.25 3.18
H: 2.88 1.31 3.86
H: 0.78 -2.22 1.87
H: 5.71 -0.13 1.94
C: 3.90 -0.66 3.22
H: -2.51 1.63 -3.55
H: 2.22 -2.68 -1.01
O: 1.44 -4.83 0.26
H: -6.82 2.29 -0.13
H: 0.40 0.83 -3.33
C: 1.48 -2.26 -1.83
H: 1.65 -4.59 3.35
N: -5.91 0.23 -0.44
H: -8.47 -0.28 1.12
C: -3.01 -3.82 1.64
H: 2.10 -2.30 -2.85
C: -1.23 5.24 -3.98
C: -5.64 0.74 2.10
H: 0.10 -5.79 3.46
O: 0.30 -6.08 -1.82
C: 1.35 -0.29 0.80
H: 2.85 -0.08 -2.97
C: 0.72 -5.05 2.76
O: 4.50 3.92 -0.46
C: 1.17 -5.78 1.35
C: 3.64 2.28 -2.21
H: -0.04 -4.18 2.48
C: -7.08 1.15 -0.18
S: -4.32 -0.05 -2.95
C: -1.29 5.59 -2.51
O: -7.07 0.84 2.42
H: -0.96 -2.99 0.75
H: 3.76 5.78 1.58
H: -8.78 1.57 1.35
H: 4.34 1.76 -0.09
H: -4.12 -0.28 0.68
H: -5.18 1.81 1.87
H: -2.60 -3.32 2.63
H: 2.35 -2.24 3.82
C: 4.76 -0.85 1.84
H: -0.21 5.31 -4.36
H: 1.65 -0.49 3.70
H: 0.04 -0.98 -3.71
H: 5.54 3.00 1.29
C: -4.87 0.84 -1.36
H: 3.48 3.31 -2.78
O: 1.90 0.89 1.22
C: 5.21 4.04 0.84
H: 3.36 -0.15 -1.14
H: -7.86 1.00 -1.06
H: 3.26 4.03 2.09
H: -5.61 -1.40 1.07
H: 6.18 4.70 0.76
H: -1.87 5.91 -4.56
H: -2.17 -0.05 -4.40
H: 4.48 -1.27 4.06
H: 0.22 -3.67 -3.16
O: -2.62 5.50 -2.04
H: 4.27 1.58 -2.95
H: 4.21 -0.49 0.86
H: -2.92 4.59 -2.18
H: -3.16 -4.98 1.77
H: -1.61 4.22 -4.15
C: -2.56 0.47 -3.41
H: 4.52 1.59 2.89
O: 0.43 -0.37 -0.34
O: -1.42 -4.94 -0.09
H: -2.40 -3.06 -0.48
H: -0.93 6.61 -2.35
C: 0.18 -3.23 -2.05
H: -1.86 -0.78 -1.58
C: 2.50 0.18 -1.86
H: -1.44 1.08 -1.52
H: -0.66 4.91 -1.92
H: 5.80 2.30 -1.21
C: 1.11 -0.66 -1.61
H: 4.77 4.90 2.97
C: -5.29 -0.29 0.85
P: 0.13 -4.77 -0.90
O: 2.36 1.65 -1.81
H: -4.01 -3.33 1.29
H: 2.52 -2.35 1.13
S: -4.07 2.35 -1.06
C: 1.80 -1.62 1.69


# 6
# C4H9NP

A gas-phase ion, C4H9NP (charge +1) (ωB97M-V with the def2-TZVPD basis set, the OMol25 dataset).

Properties
- Energy relative to the best compared isomer or geometry (same formula, charge and spin): 2.7360 eV
- DFT total energy: -553.54866 Eh
- SMILES: C=PC1([NH3+])CC1
- LUMO energy: -0.15344 Eh
- Net charge: +1
- Highest occupied orbital energy: -13.8 eV

Cartesian coordinates (Å):
H: 2.17 -0.01 -1.10
C: 0.12 -0.44 -0.11
P: -1.74 0.09 -0.22
H: -3.13 1.80 0.13
H: 1.02 -2.11 0.08
C: 1.25 0.46 -0.60
H: -1.44 2.34 0.45
H: 0.82 1.35 -1.00
H: 0.56 1.02 1.38
H: 0.12 -2.03 -1.32
N: 0.17 -1.86 -0.31
H: -0.67 -2.13 0.22
C: 1.10 0.23 0.88
H: 1.73 -0.40 1.43
C: -2.11 1.69 0.09